The following is a quantum chemistry calculation of the ion C3H7NO with charge +1 in a non-equilibrium geometry, from the OMol25 dataset.

Last column: Löwdin charge in e.
Positions of all 12 atoms, in Å:
1 O 0.65 1.74 -0.42  0.25
2 C 0.92 0.60 -0.37  -0.09
3 C 0.08 -0.44 0.41  -0.33
4 C -0.22 -1.60 -0.58  -0.03
5 N -1.15 0.01 0.99  0.22
6 H 1.82 0.16 -0.85  0.20
7 H 0.75 -1.01 1.05  0.18
8 H -0.72 -2.31 0.11  0.11
9 H -0.92 -1.37 -1.38  0.10
10 H 0.71 -2.05 -0.95  0.11
11 H -1.22 1.02 1.19  0.14
12 H -1.85 -0.12 0.26  0.13

Values from the calculation:
**Multiplicity**: 2
**<S²>**: 0.76
**Total charge**: +1
**Molar mass**: 73.09 g/mol
**Energy**: -248.1268 Ha

The following is a quantum chemistry calculation of a structure of composition N3O6S in a non-equilibrium geometry, from the OMol25 dataset.

Last column: Löwdin charge in e.
Positions of all 10 atoms, in Å:
1 N -0.20 -0.19 0.24  -0.01
2 N -1.32 -1.27 -0.08  -0.39
3 N -0.54 1.08 0.24  -0.51
4 O -2.12 -1.07 -0.99  0.02
5 O -1.70 1.44 0.13  0.01
6 O 2.14 -0.95 -0.98  -0.46
7 O -1.10 -2.28 0.46  0.07
8 O 0.47 1.86 0.36  -0.10
9 O 3.21 0.78 0.38  -0.49
10 S 2.13 -0.25 0.28  0.85

Values from the calculation:
**Total charge**: -1
**Molar mass**: 170.08 g/mol
**Energy**: -1013.7253 Ha

The following is a quantum chemistry calculation of a structure of composition C44H59BeN6O5 in a non-equilibrium geometry, from the OMol25 dataset.

Last column: Löwdin charge in e.
Positions of all 115 atoms, in Å:
1 Be 10.46 -10.82 -0.27  0.57
2 C 17.14 -8.69 2.53  -0.03
3 C 16.37 -7.85 1.43  -0.25
4 O 15.29 -8.44 0.78  0.12
5 H 17.67 -8.01 3.19  0.09
6 H 17.76 -9.43 2.03  0.09
7 H 16.44 -9.36 3.04  0.08
8 H 17.18 -7.47 0.80  0.13
9 H 16.07 -6.92 1.92  0.18
10 N 9.79 -10.97 5.36  0.04
11 C 8.78 -11.68 5.96  -0.13
12 C 8.52 -11.62 7.30  -0.09
13 C 9.34 -10.84 8.10  -0.08
14 C 10.43 -10.14 7.54  -0.04
15 C 10.53 -10.24 6.13  -0.20
16 H 8.03 -12.10 5.31  0.10
17 H 7.76 -12.13 7.88  0.10
18 H 9.20 -10.80 9.17  0.10
19 H 11.03 -9.44 8.10  0.10
20 H 11.27 -9.65 5.60  0.09
21 N 14.25 0.42 -2.44  0.06
22 C 14.12 -0.83 -1.93  -0.16
23 C 13.02 -1.62 -2.14  -0.08
24 C 11.99 -1.10 -2.93  -0.10
25 C 12.08 0.15 -3.39  -0.11
26 C 13.18 0.92 -3.15  -0.12
27 H 15.08 -1.17 -1.56  0.10
28 H 12.95 -2.68 -1.96  0.10
29 H 11.14 -1.75 -3.10  0.11
30 H 11.22 0.49 -3.95  0.11
31 H 13.22 1.96 -3.43  0.10
32 N 9.24 -7.79 -4.89  0.03
33 C 8.02 -7.77 -5.53  -0.15
34 C 7.79 -6.97 -6.67  -0.05
35 C 8.95 -6.43 -7.35  -0.05
36 C 10.19 -6.54 -6.72  -0.11
37 C 10.31 -7.19 -5.53  -0.15
38 H 7.21 -8.30 -5.06  0.09
39 H 6.79 -6.85 -7.07  0.09
40 H 8.91 -5.91 -8.29  0.10
41 H 11.11 -6.27 -7.21  0.10
42 H 11.28 -7.39 -5.08  0.09
43 N 19.10 -7.99 -6.88  0.05
44 C 19.39 -7.20 -7.91  -0.13
45 C 19.28 -5.79 -7.83  -0.05
46 C 18.69 -5.25 -6.68  -0.08
47 C 18.50 -6.11 -5.61  -0.09
48 C 18.68 -7.47 -5.76  -0.18
49 H 19.76 -7.69 -8.80  0.10
50 H 19.51 -5.16 -8.67  0.10
51 H 18.59 -4.20 -6.45  0.10
52 H 18.11 -5.61 -4.73  0.09
53 H 18.58 -8.07 -4.87  0.10
54 N 12.50 -16.03 0.92  0.04
55 C 11.67 -17.14 0.89  -0.14
56 C 12.16 -18.43 0.75  -0.07
57 C 13.55 -18.65 0.66  -0.07
58 C 14.36 -17.55 0.83  -0.10
59 C 13.82 -16.30 1.04  -0.16
60 H 10.65 -16.79 0.92  0.09
61 H 11.40 -19.19 0.71  0.10
62 H 13.98 -19.64 0.64  0.11
63 H 15.41 -17.77 0.73  0.10
64 H 14.56 -15.51 1.06  0.10
65 N 7.78 -5.90 1.70  0.05
66 C 6.46 -5.93 1.59  -0.16
67 C 5.62 -4.95 2.12  -0.08
68 C 6.15 -3.89 2.81  -0.07
69 C 7.56 -3.86 3.04  -0.06
70 C 8.28 -4.83 2.41  -0.16
71 H 6.04 -6.62 0.87  0.10
72 H 4.54 -4.94 2.07  0.10
73 H 5.52 -3.08 3.14  0.10
74 H 8.02 -2.97 3.45  0.10
75 H 9.35 -4.66 2.34  0.09
76 C 14.58 -1.94 6.21  -0.03
77 C 15.80 -1.88 7.11  -0.50
78 O 16.23 -0.89 7.63  0.09
79 C 16.56 -3.18 7.08  -0.04
80 H 13.68 -1.77 6.80  0.09
81 H 14.47 -2.86 5.63  0.07
82 H 14.52 -1.14 5.47  0.08
83 H 15.76 -3.92 7.13  0.07
84 H 17.22 -3.30 7.93  0.08
85 H 17.17 -3.30 6.18  0.09
86 C 21.59 -14.91 0.41  -0.02
87 C 21.50 -14.02 -0.90  -0.45
88 O 20.78 -14.34 -1.81  0.05
89 C 22.34 -12.71 -0.96  -0.02
90 H 20.88 -14.64 1.19  0.07
91 H 22.56 -14.70 0.87  0.06
92 H 21.40 -15.97 0.20  0.08
93 H 23.19 -12.62 -0.28  0.07
94 H 21.56 -12.08 -0.54  0.07
95 H 22.37 -12.14 -1.89  0.08
96 C 19.22 -11.93 9.91  -0.03
97 C 18.72 -10.59 9.49  -0.48
98 O 17.51 -10.43 9.34  0.04
99 C 19.76 -9.49 9.21  -0.03
100 H 18.47 -12.51 10.45  0.09
101 H 20.07 -11.68 10.54  0.08
102 H 19.65 -12.42 9.04  0.09
103 H 20.09 -8.87 10.04  0.08
104 H 19.31 -8.82 8.48  0.07
105 H 20.69 -9.85 8.78  0.07
106 C 23.91 -6.46 1.94  -0.04
107 C 24.61 -6.33 0.60  -0.46
108 O 25.64 -7.00 0.42  0.04
109 C 24.09 -5.43 -0.47  -0.03
110 H 24.61 -7.00 2.56  0.08
111 H 23.03 -7.10 2.04  0.08
112 H 23.70 -5.57 2.53  0.08
113 H 24.03 -4.41 -0.08  0.09
114 H 23.12 -5.73 -0.85  0.08
115 H 24.68 -5.51 -1.37  0.08

Values from the calculation:
**Total charge**: +1
**Molar mass**: 761.00 g/mol
**Energy**: -2430.7144 Ha

The following is a quantum chemistry calculation of a structure of composition C22H31AlN3P2 in a non-equilibrium geometry, from the OMol25 dataset.

Last column: Löwdin charge in e.
Positions of all 59 atoms, in Å:
1 C -1.80 2.86 -3.65  -0.07
2 C -1.49 1.56 -3.27  -0.26
3 C -0.15 1.12 -3.60  -0.22
4 C 0.82 2.10 -3.24  -0.21
5 C 0.56 3.44 -3.54  -0.04
6 C -0.76 3.81 -3.84  -0.10
7 C 1.99 1.58 -2.56  -0.04
8 C 2.42 0.29 -3.04  -0.21
9 C 1.37 -0.59 -3.43  -0.22
10 C 1.58 -1.94 -2.94  -0.25
11 C 2.87 -2.44 -3.06  -0.07
12 C 3.96 -1.55 -3.19  -0.11
13 C 3.73 -0.19 -3.11  -0.05
14 H -2.84 3.18 -3.74  0.11
15 H 1.35 4.19 -3.57  0.11
16 H -1.01 4.82 -4.18  0.10
17 H 2.79 2.31 -2.37  0.14
18 H 3.05 -3.51 -2.98  0.11
19 H 4.97 -1.98 -3.34  0.11
20 H 4.60 0.50 -3.11  0.13
21 N 0.21 -0.14 -3.97  0.18
22 Al 0.48 0.50 0.35  0.22
23 C -2.37 0.71 -2.42  -0.23
24 H -2.33 -0.34 -2.73  0.08
25 H -3.42 1.05 -2.45  0.10
26 C 0.47 -2.63 -2.20  -0.24
27 H -0.49 -2.52 -2.73  0.08
28 H 0.69 -3.70 -2.08  0.10
29 P -1.81 0.76 -0.59  0.85
30 P 0.23 -1.90 -0.46  0.86
31 C 1.58 -2.77 0.41  -0.26
32 H 1.51 -2.57 1.49  0.03
33 H 1.48 -3.85 0.23  0.06
34 H 2.54 -2.42 0.03  0.06
35 C -1.23 -2.91 0.02  -0.25
36 H -0.91 -3.96 0.13  0.06
37 H -1.65 -2.56 0.97  0.04
38 H -2.00 -2.86 -0.77  0.05
39 C -2.19 2.49 -0.18  -0.25
40 H -3.22 2.70 -0.49  0.06
41 H -2.07 2.66 0.90  0.05
42 H -1.51 3.16 -0.73  0.06
43 C -3.21 -0.12 0.20  -0.24
44 H -3.02 -0.23 1.28  0.04
45 H -4.12 0.47 0.04  0.06
46 H -3.34 -1.12 -0.25  0.04
47 H 1.39 1.21 -1.08  -0.02
48 H 1.81 1.36 0.33  -0.04
49 C -1.22 0.66 5.37  0.01
50 N -0.14 -0.01 4.58  -0.15
51 C 0.95 -0.69 5.34  0.02
52 C -0.21 -0.06 3.29  -0.14
53 N -0.09 0.09 2.13  0.16
54 H -1.03 0.50 6.42  0.09
55 H -2.20 0.25 5.09  0.11
56 H -1.22 1.75 5.16  0.11
57 H 0.98 -1.75 5.07  0.10
58 H 1.92 -0.23 5.09  0.11
59 H 0.73 -0.56 6.40  0.09

Values from the calculation:
**Total charge**: +1
**Molar mass**: 426.44 g/mol
**Energy**: -1945.9244 Ha

The following is a quantum chemistry calculation of a structure of composition C3H5O3Sc in a non-equilibrium geometry, from the OMol25 dataset.

Last column: Löwdin charge in e.
Positions of all 12 atoms, in Å:
1 H -0.72 0.44 4.28  0.06
2 O 0.82 0.44 0.27  0.06
3 C -0.02 -0.48 0.63  -0.19
4 C 0.90 0.58 -1.17  -0.03
5 O -0.60 0.29 3.35  -0.21
6 O -0.58 -1.05 -0.42  -0.02
7 C -0.03 -0.52 -1.66  -0.04
8 Sc -1.90 -0.22 2.04  1.74
9 H 1.95 0.43 -1.45  0.16
10 H 0.57 1.59 -1.43  0.16
11 H 0.48 -1.34 -2.16  0.16
12 H -0.87 -0.16 -2.27  0.15

Values from the calculation:
**Total charge**: +2
**Molar mass**: 134.03 g/mol
**Energy**: -1103.0294 Ha

The following is a quantum chemistry calculation of a structure of composition C51H42N2OP2PdS in a non-equilibrium geometry, from the OMol25 dataset.

Last column: Löwdin charge in e.
Positions of all 100 atoms, in Å:
1 Pd 0.32 0.17 0.06  0.47
2 O -2.25 0.30 -1.61  -0.50
3 S -1.93 -0.59 -0.44  0.91
4 C -2.46 -2.17 -0.97  -0.29
5 C -3.76 -2.57 -0.78  -0.04
6 C -4.28 -3.75 -1.33  0.02
7 C -3.45 -4.50 -2.12  -0.12
8 C -3.71 -5.80 -2.85  -0.08
9 C -2.42 -6.03 -3.69  -0.08
10 C -1.50 -4.91 -3.30  -0.13
11 C -0.23 -4.60 -3.72  0.02
12 C 0.38 -3.45 -3.18  -0.05
13 C -0.23 -2.61 -2.26  -0.27
14 P 0.88 -1.27 -1.71  1.02
15 C 2.40 -2.12 -1.23  -0.36
16 C 3.51 -2.24 -2.06  -0.08
17 C 4.61 -2.98 -1.65  -0.05
18 C 4.61 -3.60 -0.41  -0.05
19 C 3.51 -3.48 0.43  -0.07
20 C 2.41 -2.74 0.03  -0.11
21 C 1.24 -0.24 -3.15  -0.36
22 C 0.40 -0.21 -4.26  -0.07
23 C 0.66 0.67 -5.30  -0.06
24 C 1.75 1.53 -5.23  -0.05
25 C 2.58 1.52 -4.12  -0.07
26 C 2.32 0.65 -3.07  -0.13
27 C -1.56 -2.90 -1.83  -0.12
28 C -2.14 -4.06 -2.38  -0.07
29 C -2.91 -0.03 0.90  -0.30
30 C -3.53 -0.86 1.80  -0.06
31 C -4.38 -0.36 2.81  0.01
32 C -4.59 0.99 2.86  -0.13
33 C -5.47 1.82 3.76  -0.08
34 C -5.12 3.29 3.42  -0.08
35 C -4.10 3.20 2.31  -0.13
36 C -3.41 4.16 1.63  0.02
37 C -2.44 3.74 0.69  -0.05
38 C -2.18 2.42 0.38  -0.26
39 P -0.75 2.14 -0.71  1.05
40 C -0.97 3.16 -2.19  -0.32
41 C -1.80 2.72 -3.23  -0.07
42 C -2.06 3.57 -4.30  -0.06
43 C -1.50 4.84 -4.33  -0.05
44 C -0.68 5.27 -3.30  -0.05
45 C -0.41 4.44 -2.23  -0.09
46 C 0.67 2.83 0.19  -0.39
47 C 1.87 3.05 -0.52  -0.11
48 C 2.99 3.54 0.13  -0.05
49 C 2.94 3.80 1.50  -0.05
50 C 1.77 3.55 2.21  -0.07
51 C 0.65 3.06 1.57  -0.09
52 C -2.95 1.40 1.03  -0.13
53 C -3.86 1.84 2.01  -0.08
54 H -4.43 -1.94 -0.21  0.11
55 H -5.31 -4.03 -1.14  0.13
56 H -4.60 -5.73 -3.48  0.13
57 H -3.88 -6.60 -2.14  0.13
58 H -2.63 -6.01 -4.76  0.13
59 H -1.97 -7.00 -3.49  0.13
60 H 0.30 -5.21 -4.44  0.13
61 H 1.39 -3.23 -3.50  0.11
62 H 3.52 -1.77 -3.04  0.11
63 H 5.47 -3.07 -2.30  0.12
64 H 5.47 -4.17 -0.09  0.12
65 H 3.51 -3.97 1.40  0.11
66 H 1.55 -2.65 0.68  0.08
67 H -0.45 -0.88 -4.31  0.11
68 H 0.01 0.69 -6.16  0.12
69 H 1.95 2.21 -6.05  0.12
70 H 3.43 2.18 -4.07  0.12
71 H 2.97 0.64 -2.20  0.11
72 H -3.38 -1.93 1.73  0.12
73 H -4.88 -1.05 3.48  0.13
74 H -5.31 1.59 4.81  0.13
75 H -6.52 1.61 3.55  0.13
76 H -4.70 3.82 4.28  0.13
77 H -5.99 3.86 3.11  0.13
78 H -3.55 5.21 1.82  0.13
79 H -1.86 4.52 0.19  0.12
80 H -2.23 1.74 -3.21  0.09
81 H -2.69 3.23 -5.11  0.11
82 H -1.72 5.50 -5.17  0.12
83 H -0.25 6.27 -3.33  0.12
84 H 0.23 4.79 -1.44  0.10
85 H 1.90 2.86 -1.59  0.09
86 H 3.89 3.73 -0.43  0.12
87 H 3.80 4.21 2.00  0.12
88 H 1.74 3.76 3.28  0.11
89 H -0.26 2.86 2.13  0.11
90 C 2.38 0.62 5.10  -0.01
91 N 2.04 -0.57 4.30  -0.18
92 C 2.20 -1.90 4.91  -0.01
93 C 1.34 -0.43 3.20  -0.25
94 N 0.72 -0.33 2.23  0.12
95 H 3.33 0.44 5.59  0.10
96 H 1.62 0.82 5.85  0.10
97 H 2.48 1.48 4.44  0.08
98 H 3.19 -1.95 5.36  0.10
99 H 2.11 -2.66 4.14  0.09
100 H 1.45 -2.07 5.68  0.10

Values from the calculation:
**Multiplicity**: 3
**<S²>**: 2.01
**Total charge**: +2
**Molar mass**: 899.34 g/mol
**Energy**: -3361.6802 Ha